[1]
Density functional theory data (wB97M-V/def2-TZVPD) for a molecular structure, C29H31AsNO3PReS4Si in a non-equilibrium geometry.

Positions of all 72 atoms, in Å:
Re -0.1071 -0.6804 -0.4606
O -3.2632 2.1907 -0.3100
C -2.4127 1.4132 0.0381
O -2.0673 0.3336 -0.6232
C -1.6305 1.6253 1.3530
P -1.0230 -0.0308 1.7160
C -2.4848 -0.9509 2.2952
C -2.6789 -1.1376 3.6639
C -3.8091 -1.7957 4.1230
C -4.7540 -2.2765 3.2301
C -4.5744 -2.0843 1.8679
C -3.4526 -1.4190 1.4015
C 0.1652 -0.0802 3.0605
C 0.7307 1.0870 3.5659
C 1.6349 1.0108 4.6124
C 1.9800 -0.2215 5.1495
C 1.4217 -1.3884 4.6410
C 0.5182 -1.3196 3.5947
H -2.2742 2.0141 2.1391
H -0.7976 2.3020 1.1686
H -1.9519 -0.7745 4.3785
H -3.9571 -1.9290 5.1866
H -5.6319 -2.7929 3.5944
H -5.3132 -2.4392 1.1619
H -3.3486 -1.2279 0.3434
H 0.4607 2.0468 3.1442
H 2.0720 1.9175 5.0096
H 2.6821 -0.2810 5.9704
H 1.6943 -2.3469 5.0623
H 0.0704 -2.2225 3.1953
S 2.5823 -2.7382 1.0415
As 1.0821 -3.7766 -0.2589
S -0.8529 -2.7957 0.2014
S 2.0941 -1.7751 -0.7857
S 1.4549 -5.6191 -1.0511
C 3.7858 0.5094 1.1650
Si 2.4760 1.4966 0.2245
C 2.9501 1.6383 -1.6004
C 2.3837 3.2285 0.9672
O 0.9842 0.8574 0.4198
H 4.5305 1.2006 1.5663
H 4.3152 -0.2102 0.5346
H 3.3514 -0.0348 2.0083
H 3.9629 2.0334 -1.7042
H 2.2729 2.3170 -2.1253
H 2.9250 0.6725 -2.1090
H 3.2946 3.7736 0.7069
H 2.3184 3.1805 2.0560
H 1.5328 3.8000 0.5907
C 1.0186 -3.1652 -4.7902
C -0.1107 -3.2802 -3.9948
C -0.5091 -2.2160 -3.1998
C 0.2459 -1.0414 -3.1712
C 1.3497 -0.9086 -4.0154
C 1.7280 -1.9694 -4.8172
N -0.1102 0.0064 -2.2715
C -0.5814 1.2013 -2.7996
C -0.4776 2.3845 -2.0512
C -0.9649 3.5684 -2.5591
C -1.5618 3.5987 -3.8137
C -1.6569 2.4342 -4.5690
C -1.1720 1.2431 -4.0748
H 1.3386 -4.0007 -5.3979
H -0.7020 -4.1859 -4.0055
H -1.4335 -2.2621 -2.6374
H 1.9029 0.0224 -4.0334
H 2.5862 -1.8605 -5.4666
H 0.0075 2.3420 -1.0848
H -0.8960 4.4728 -1.9700
H -1.9589 4.5273 -4.2002
H -2.1246 2.4546 -5.5439
H -1.2598 0.3337 -4.6536

As for the total energy: -5941.722755 hartree. As for the energy relative to the best compared isomer or geometry (same formula, charge and spin): 22.1 kcal/mol. Its total charge is +1.



[2]
Density functional theory data (wB97M-V/def2-TZVPD) for a molecular structure, C29H31BBr66NO4 in a non-equilibrium geometry.

Positions of all 132 atoms, in Å:
C 4.7150 2.0903 1.3438
O 3.8407 3.2477 1.4632
B 2.9325 3.2880 0.4591
O 2.9530 4.1945 -0.5398
N 1.8498 2.1980 0.4859
C 1.4253 1.6367 1.6302
C 0.4964 0.6268 1.5711
C -0.0268 0.2152 0.3633
C -1.0671 -0.8826 0.3421
O -1.8937 -0.9718 -0.5259
O -1.0467 -1.7217 1.3972
C 0.4099 0.8300 -0.7925
C 1.3517 1.8119 -0.7022
H 5.6702 2.2987 1.8043
H 4.2561 1.1950 1.7564
H 4.8839 1.9124 0.2791
H 3.4378 3.8656 -1.3161
H 1.7991 1.9828 2.5986
H 0.1978 0.1895 2.5108
H -0.1375 -1.9191 1.6652
H 0.0269 0.5427 -1.7824
H 1.7169 2.3225 -1.5775
C -3.0444 0.2183 -4.0038
Br -1.6080 1.1204 -3.0738
Br -4.3920 1.4669 -4.5683
Br -2.3850 -0.8325 -5.4683
H -3.5070 -0.4549 -3.2937
C -1.5125 -3.1287 5.2088
Br 0.3353 -2.5550 5.2112
Br -1.7281 -4.7948 6.1431
Br -2.6778 -1.7716 5.9013
H -1.7932 -3.3005 4.1797
C -1.0303 1.4156 8.4544
Br -2.6173 2.4295 8.0880
Br -1.4331 -0.2813 9.2590
Br 0.0739 1.2066 6.8806
H -0.4513 1.9777 9.1730
C -2.4468 5.2134 -3.5936
Br -3.2382 5.5368 -5.3131
Br -0.6621 4.5049 -3.7626
Br -2.4771 6.7807 -2.4790
H -3.0431 4.4560 -3.1025
C 2.1488 3.3098 10.2097
Br 0.6289 4.4516 9.9032
Br 1.6455 1.6422 11.0312
Br 3.1645 3.0354 8.5964
H 2.7962 3.8236 10.9068
C 4.8081 3.7813 -4.7626
Br 3.6065 2.6635 -3.7324
Br 4.1898 3.9837 -6.5635
Br 5.0913 5.4718 -3.8939
H 5.7588 3.2686 -4.7967
C -0.8567 -4.2524 -7.9185
Br -2.1635 -2.9648 -8.5078
Br 0.3615 -3.5116 -6.6261
Br -1.7051 -5.8514 -7.2663
H -0.2700 -4.5331 -8.7812
C -3.7781 6.3526 8.6839
Br -2.9900 6.7121 6.9632
Br -5.1394 5.0047 8.5544
Br -2.4531 5.8879 10.0038
H -4.2497 7.2674 9.0132
C -0.8548 -8.3289 -3.9177
Br 0.2892 -9.3857 -5.0470
Br -0.1039 -6.5847 -3.5804
Br -2.6473 -8.2075 -4.6063
H -0.9133 -8.8418 -2.9685
C 2.3905 8.4793 11.1175
Br 3.0031 6.7964 11.8300
Br 1.6571 8.2867 9.3466
Br 1.1521 9.3415 12.3067
H 3.2557 9.1210 11.0351
C -5.0829 -1.0658 -1.9395
Br -3.3166 -0.4531 -1.4609
Br -6.3152 0.3968 -2.1390
Br -5.0458 -2.1880 -3.5029
H -5.4353 -1.6730 -1.1182
C 3.1395 -6.5176 -8.5877
Br 2.2315 -5.3305 -9.8075
Br 2.2726 -6.6258 -6.8696
Br 3.3653 -8.2662 -9.3477
H 4.1227 -6.1013 -8.4200
C -5.1138 -4.9107 -7.5348
Br -6.3724 -3.7397 -8.4041
Br -5.3504 -4.9523 -5.6223
Br -5.1582 -6.6763 -8.2978
H -4.1244 -4.5109 -7.7125
C -5.1440 -0.5153 -10.8460
Br -3.7232 -0.6641 -12.1324
Br -6.5923 -1.7277 -11.2166
Br -4.5322 -0.7450 -9.0369
H -5.5377 0.4885 -10.9141
C 0.4416 4.1609 4.8861
Br 1.6214 4.2736 3.3521
Br 0.8487 5.5407 6.1527
Br -1.4051 4.1744 4.3640
H 0.6263 3.2091 5.3666
C 2.4569 8.5232 -0.1627
Br 2.1149 7.2877 1.2745
Br 1.1776 8.3091 -1.5858
Br 2.5367 10.3366 0.4671
H 3.4286 8.2799 -0.5674
C -1.3648 9.9955 5.9910
Br -2.3276 10.1311 4.3312
Br 0.4447 9.3981 5.7112
Br -1.4234 11.6358 6.9923
H -1.8594 9.2409 6.5851
C -2.0697 -7.7833 3.0303
Br -3.6733 -6.8636 2.4956
Br -2.4606 -9.4661 3.8724
Br -0.8479 -7.9852 1.5567
H -1.5788 -7.1631 3.7672
C 0.6009 -11.4447 -8.2946
Br 1.6030 -11.1878 -9.9141
Br -0.9999 -12.4643 -8.5943
Br 1.6936 -12.2136 -6.9058
H 0.2963 -10.4649 -7.9524
C 8.7848 0.4247 2.2267
Br 8.3283 -0.5454 3.8213
Br 7.6226 -0.0401 0.7597
Br 8.8051 2.3254 2.5272
H 9.7859 0.1313 1.9445
C 6.9891 -9.8594 -7.3053
Br 7.5801 -9.1908 -9.0111
Br 7.1375 -8.5198 -5.9285
Br 5.2065 -10.5712 -7.4047
H 7.6475 -10.6716 -7.0336
C -6.5148 0.1533 7.0467
Br -5.2755 0.8984 5.7703
Br -6.8854 -1.6967 6.6765
Br -5.9113 0.4058 8.8578
H -7.4436 0.6942 6.9371

As for the total energy: -171388.544263 hartree. Its total charge is +1.



[3]
Density functional theory data (wB97M-V/def2-TZVPD) for 2 unconnected molecules or ions with the total composition C29H31BF2O2S2 in a non-equilibrium geometry.

Positions of all 67 atoms, in Å:
C 2.4443 -4.0208 -1.8112
C 2.6745 -2.8816 -0.8263
C 4.1201 -2.4369 -0.9405
O 1.8573 -1.7589 -1.2496
B 0.8363 -1.6883 -0.3415
C 0.0746 -0.0825 -0.2184
C -0.7735 -0.2098 -1.4631
C -0.8585 0.7952 -2.4267
C -1.7622 0.6943 -3.4850
C -2.5557 -0.4447 -3.6392
C -2.4155 -1.4640 -2.6995
F -3.1663 -2.6053 -2.8407
C -1.5326 -1.3808 -1.6256
C -0.6888 -0.1065 1.0717
C -2.0602 0.1783 1.1175
C -2.7802 0.0895 2.3078
C -2.1477 -0.2979 3.4904
C -0.7764 -0.5347 3.4376
F -0.1340 -0.9174 4.5938
C -0.0316 -0.4279 2.2714
O 0.7910 -2.6350 0.6329
C 2.1316 -3.2117 0.6336
C 1.9546 -4.6695 0.9893
C 2.9316 -2.5340 1.7446
H 3.1187 -4.8574 -1.5875
H 1.4083 -4.3802 -1.7828
H 2.6583 -3.6734 -2.8288
H 4.7985 -3.2654 -0.7035
H 4.3176 -2.1153 -1.9711
H 4.3522 -1.5975 -0.2766
H 0.8420 0.6953 -0.2888
H -0.2011 1.6640 -2.3198
H -1.8418 1.5233 -4.1917
H -3.2668 -0.5467 -4.4557
H -1.4790 -2.1949 -0.9004
H -2.5697 0.4618 0.1937
H -3.8455 0.3221 2.2948
H -2.6929 -0.4073 4.4241
H 1.0470 -0.5799 2.2949
H 2.9278 -5.1606 1.0989
H 1.4279 -4.7434 1.9476
H 1.3657 -5.1983 0.2337
H 3.8697 -3.0769 1.9272
H 3.1763 -1.4871 1.5082
H 2.3506 -2.5548 2.6763
C 3.4689 2.5777 -0.8209
C 2.1683 2.7775 -0.1415
C 1.8925 2.5617 1.2045
C 0.5398 2.8054 1.5423
C -0.2383 3.1356 0.4372
C -1.6092 3.4625 0.4200
C -2.5025 3.4802 1.4839
C -3.8199 3.8045 1.0791
C -3.9268 4.0679 -0.2819
C -5.1552 4.4560 -1.0111
S -2.4146 3.8988 -1.0765
S 0.7900 3.3940 -0.9637
H 4.2334 2.3281 -0.0789
H 3.4081 1.7558 -1.5481
H 3.7611 3.4917 -1.3521
H 2.6615 2.2338 1.9011
H 0.1160 2.7239 2.5386
H -2.1871 3.2550 2.5000
H -4.6817 3.8486 1.7429
H -5.9917 4.5123 -0.3121
H -5.0250 5.4329 -1.4892
H -5.3839 3.7195 -1.7893

Its SMILES is CC1(C)OB(C(c2cccc(F)c2)c2cccc(F)c2)OC1(C)C.Cc1ccc(-c2ccc(C)s2)s1. As for the total energy: -2295.193838 hartree. As for the energy relative to the best compared isomer or geometry (same formula, charge and spin): 0.0 kcal/mol.



[4]
Density functional theory data (wB97M-V/def2-TZVPD) for a molecular structure, C29H31BF4O2 in a non-equilibrium geometry.

Positions of all 67 atoms, in Å:
C 1.9828 1.5211 3.1973
C 1.9194 0.7797 1.8768
C 3.1530 1.1535 1.0760
C 1.6457 -0.7937 2.0641
C 2.0493 -1.5352 0.8191
C 2.1776 -1.4082 3.3424
O 0.2169 -0.9180 2.0342
B -0.2311 0.2360 1.3528
C -1.6507 0.1904 0.5400
C -2.4278 -0.9629 0.5698
C -3.6845 -0.9831 -0.0406
C -4.1356 0.1434 -0.7130
C -5.4418 0.1239 -1.4559
F -6.3074 1.0993 -1.0392
F -5.2335 0.3323 -2.7984
F -6.1006 -1.0644 -1.3414
C -3.3754 1.3087 -0.7502
C -2.1298 1.3297 -0.1294
C -1.1763 0.8922 2.7529
C -1.0085 2.2917 3.2264
C -2.3724 1.7618 2.9555
O 0.7621 1.2419 1.1711
H 2.8974 1.2486 3.7350
H 2.0074 2.5963 2.9862
H 1.1079 1.3175 3.8219
H 4.0623 0.8955 1.6310
H 3.1814 0.6694 0.0965
H 3.1477 2.2397 0.9119
H 3.1134 -1.4668 0.5718
H 1.7373 -2.5843 0.9003
H 1.3007 -0.9785 -0.0461
H 3.2723 -1.3498 3.3641
H 1.7746 -0.8974 4.2218
H 1.8884 -2.4630 3.3936
H -2.0772 -1.8557 1.0899
H -4.3066 -1.8689 0.0193
H -3.7661 2.1985 -1.2370
H -1.5493 2.2568 -0.1365
H -1.0969 0.1045 3.5188
H -0.7727 2.4336 4.2863
H -0.5961 3.0400 2.5468
H -2.9233 2.1322 2.0951
H -2.9682 1.5544 3.8466
F 5.0836 1.5329 -3.8269
C 3.9451 1.0781 -3.2153
C 2.9015 1.9734 -3.0006
C 1.7929 1.5375 -2.2895
C 1.7473 0.2139 -1.8206
C 0.6135 -0.2462 -0.9562
C -0.2154 -1.1942 -1.7439
C -1.2452 -0.7025 -2.5620
C -2.0841 -1.5764 -3.2358
C -1.7863 -2.9439 -3.2557
C -0.6723 -3.4250 -2.5598
C 0.0840 -2.5637 -1.7637
C 2.7601 -0.6924 -2.1595
C 3.9030 -0.2568 -2.8252
H 2.9573 2.9939 -3.3716
H 0.9478 2.1971 -2.0838
H 0.0726 0.6579 -0.7268
H -1.4038 0.3751 -2.6142
H -2.9609 -1.1872 -3.7551
H -2.4127 -3.6232 -3.8339
H -0.3889 -4.4773 -2.6277
H 0.9162 -2.9471 -1.1702
H 2.6582 -1.7482 -1.8964
H 4.7209 -0.9382 -3.0330

As for the total energy: -1698.308771 hartree. As for the energy relative to the best compared isomer or geometry (same formula, charge and spin): 133.1 kcal/mol.



[5]
Density functional theory data (wB97M-V/def2-TZVPD) for C29H31N3O6 in the gas phase.

Positions of all 69 atoms, in Å:
C -8.4897 1.5205 -0.1318
O -8.1554 0.5466 -1.0897
C -7.7358 -0.6746 -0.5271
C -6.3174 -0.6688 -0.0305
C -5.4156 0.2219 -0.4384
C -4.0217 0.2476 -0.0142
C -3.3676 -0.8981 0.3230
C -2.0082 -0.9217 0.7612
C -1.3324 -2.0732 1.0518
C 0.0353 -2.0819 1.4600
O 0.7332 -3.0760 1.5481
C 0.6214 -0.7162 1.8998
C 0.3963 -0.5801 3.4099
O 2.0329 -0.7204 1.6847
C 2.3661 -0.7949 0.4100
O 1.5650 -0.8225 -0.4997
C 3.8383 -0.8294 0.1912
C 4.3303 -0.8952 -1.1375
N 5.6044 -0.9280 -1.4051
C 6.4568 -0.9017 -0.3559
C 7.8467 -0.9402 -0.5784
C 8.7050 -0.9140 0.4860
C 8.2192 -0.8481 1.8044
C 6.8764 -0.8083 2.0547
C 5.9640 -0.8347 0.9796
N 4.6417 -0.7967 1.2253
C 0.0178 0.5065 1.2165
O 0.6573 1.5301 1.0734
C -1.3803 0.3720 0.8216
C -2.0701 1.4796 0.4283
N -3.3593 1.4611 0.0461
C -3.9728 2.7012 -0.3810
C -3.8814 2.9150 -1.8980
C -2.4395 2.9258 -2.4055
O -1.9253 1.6223 -2.3031
C -0.7282 1.3721 -3.0296
C 0.4805 2.1020 -2.4463
C -0.5134 -0.1368 -3.0070
H -7.6484 1.7425 0.5354
H -8.7631 2.4170 -0.6845
H -9.3421 1.1968 0.4781
H -7.8281 -1.4161 -1.3300
H -8.4128 -0.9738 0.2875
H -6.0739 -1.4428 0.6822
H -5.7440 0.9691 -1.1456
H -3.8862 -1.8395 0.2392
H -1.7983 -3.0341 0.8959
H 0.8529 0.3425 3.7609
H -0.6690 -0.5719 3.6282
H 0.8656 -1.4238 3.9099
H 3.6380 -0.9186 -1.9675
H 8.1992 -0.9915 -1.5967
H 9.7721 -0.9445 0.3211
H 8.9241 -0.8298 2.6226
H 6.4789 -0.7590 3.0561
H -1.5729 2.4383 0.4530
H -5.0189 2.7171 -0.0648
H -3.4554 3.5211 0.1240
H -4.4097 2.1187 -2.4228
H -4.3544 3.8677 -2.1403
H -2.4278 3.2536 -3.4577
H -1.8382 3.6417 -1.8244
H -0.8871 1.7104 -4.0707
H 1.3748 1.7959 -2.9810
H 0.6015 1.8425 -1.3976
H 0.3779 3.1817 -2.5377
H -0.1707 -0.4516 -2.0261
H 0.2364 -0.4144 -3.7418
H -1.4452 -0.6463 -3.2382

Its SMILES is COC/C=C/C1=CC2=CC(=O)[C@@](C)(OC(=O)c3cnc4ccccc4n3)C(=O)C2=CN1CCCOC(C)C. As for the total energy: -1739.368139 hartree. As for the energy relative to the best compared isomer or geometry (same formula, charge and spin): 53.4 kcal/mol.



[6]
Density functional theory data (wB97M-V/def2-TZVPD) for a molecular structure, C29H32AsCaN4S.

Positions of all 68 atoms, in Å:
Ca -0.3958 -0.9171 -1.2733
C -0.0872 -0.2986 -4.4482
C 1.1888 0.2237 -3.7976
N 0.9328 0.8345 -2.4785
C 0.2487 2.1412 -2.5160
C -1.0277 2.1268 -1.6975
C -1.4076 3.1771 -0.8778
C -2.5933 3.0679 -0.1679
C -3.3663 1.9241 -0.2957
C -2.9241 0.9174 -1.1385
C -3.7055 -0.3649 -1.3587
N -2.8213 -1.5413 -1.4912
C -2.8943 -2.2402 -2.7934
C -2.1768 -1.4810 -3.9012
N -0.7222 -1.3876 -3.6812
N -1.7784 1.0255 -1.8200
H -0.8122 0.5147 -4.5132
H 0.1424 -0.5939 -5.4764
H 1.8968 -0.5953 -3.6472
H 1.6543 0.9310 -4.4935
H 1.8196 0.9483 -1.9934
H 0.9080 2.9296 -2.1535
H -0.0094 2.3981 -3.5475
H -0.7803 4.0532 -0.7829
H -2.9081 3.8636 0.4943
H -4.2883 1.8126 0.2587
H -4.4044 -0.5061 -0.5343
H -4.3143 -0.2492 -2.2610
H -3.0577 -2.2094 -0.7671
H -2.4481 -3.2284 -2.6608
H -3.9324 -2.3917 -3.1084
H -2.4264 -1.9454 -4.8606
H -2.5605 -0.4599 -3.9335
H -0.2860 -2.2725 -3.9244
S 1.0536 -3.0303 -0.4913
C 1.4258 -3.1651 1.2317
C 2.0242 -4.3503 1.6767
C 2.3582 -4.5348 3.0044
C 2.1069 -3.5373 3.9394
C 1.5221 -2.3562 3.5228
C 1.1882 -2.1595 2.1835
As 0.3182 -0.5398 1.6006
C -0.0029 0.4584 3.2254
C -1.3116 0.5753 3.6825
C -1.5853 1.2747 4.8505
C -0.5508 1.8639 5.5613
C 0.7577 1.7516 5.1087
C 1.0331 1.0500 3.9448
C 1.7933 0.5039 0.8523
C 1.6375 1.8839 0.7175
C 2.6038 2.6430 0.0736
C 3.7274 2.0247 -0.4645
C 3.8890 0.6511 -0.3332
C 2.9283 -0.1080 0.3264
H 2.2187 -5.1282 0.9501
H 2.8162 -5.4654 3.3142
H 2.3635 -3.6796 4.9804
H 1.3166 -1.5764 4.2456
H -2.1196 0.1124 3.1268
H -2.6038 1.3587 5.2064
H -0.7627 2.4091 6.4716
H 1.5652 2.2071 5.6669
H 2.0553 0.9622 3.5966
H 0.7655 2.3696 1.1440
H 2.4926 3.7183 0.0009
H 4.4836 2.6147 -0.9659
H 4.7715 0.1700 -0.7348
H 3.0580 -1.1782 0.4254

As for the total energy: -4654.813139 hartree. As for the energy relative to the best compared isomer or geometry (same formula, charge and spin): 1.7 kcal/mol. Its total charge is +1.



> Which formula does entry 2 have?

C29H31BBr66NO4